The following is a quantum chemistry calculation of a cluster of 12 separate species, C36H72O36 in total, from OMol25.

LUMO level: 0.38 eV
SMILES string: COC(=O)OC.COC(=O)OC.COC(=O)OC.COC(=O)OC.COC(=O)OC.COC(=O)OC.COC(=O)OC.COC(=O)OC.COC(=O)OC.COC(=O)OC.COC(=O)OC.COC(=O)OC
Molar mass: 1080.9 g/mol
Orbital gap: 10.847 eV
Total energy: -112207.7831 eV
Largest force on an atom: 2.9 eV/Å
Energy relative to the best compared isomer or geometry (same formula, charge and spin): 1.5504 eV
Highest occupied orbital energy: -10.463 eV

Geometry as XYZ:
```
144
Properties=species:S:1:pos:R:3:forces:R:3:lowdin_charge:R:1
C 0.9066 -2.9336 -4.8804 0.697 1.061 -0.862 -0.05
O -0.3422 -3.5178 -4.6010 -0.053 -0.893 0.626 -0.01
C -1.4164 -3.0568 -5.2369 0.451 0.434 -0.050 -0.63
O -1.4368 -2.0774 -5.9365 -0.114 0.137 -0.137 0.12
O -2.4303 -3.8413 -4.9331 -0.248 -0.982 -0.483 0.02
C -3.7263 -3.4378 -5.3839 -0.095 1.834 1.266 -0.02
H 1.7379 -3.5479 -4.5431 -0.479 -0.445 0.198 0.09
H 1.0259 -1.9553 -4.4061 -0.270 -0.023 0.042 0.09
H 1.0142 -2.7856 -5.9571 -0.011 0.017 0.054 0.10
H -3.7125 -2.7306 -6.2102 0.405 -0.588 -0.484 0.09
H -4.0507 -2.7923 -4.5605 -0.542 -0.281 -0.024 0.08
H -4.4259 -4.2551 -5.5052 0.467 -0.357 -0.098 0.11
C 3.2719 4.3642 3.2507 0.495 -0.043 0.306 -0.01
O 4.2990 3.6568 2.5357 -0.429 -0.224 -0.494 0.01
C 3.8348 2.9114 1.5197 0.822 0.126 0.483 -0.62
O 2.7096 2.8687 1.1150 -0.381 -0.005 -0.043 0.12
O 4.8645 2.2022 1.0535 0.214 0.470 -0.047 -0.01
C 4.6341 1.4505 -0.1249 -0.493 -1.114 -0.087 -0.03
H 2.7057 5.0203 2.5930 -0.044 -0.092 0.000 0.10
H 3.8161 4.9351 3.9995 -0.114 0.103 -0.065 0.10
H 2.6338 3.6542 3.7652 -0.133 0.071 -0.144 0.07
H 5.6083 1.1529 -0.5035 0.000 0.322 -0.116 0.10
H 4.0064 1.9509 -0.8617 0.267 0.363 0.065 0.09
H 4.1077 0.5231 0.1310 0.001 0.076 0.072 0.09
C 4.5329 0.2451 3.5620 -1.284 0.306 -0.688 -0.03
O 4.3925 0.0709 4.9713 0.664 0.172 -0.118 0.02
C 5.0536 -0.9811 5.4559 0.216 -1.004 -0.359 -0.63
O 5.5000 -1.9053 4.8253 0.149 0.175 -0.206 0.13
O 5.1133 -0.8742 6.7598 -0.990 0.723 1.334 0.00
C 5.7920 -1.8486 7.5495 0.394 0.247 -0.433 -0.03
H 4.4284 -0.7017 3.0353 0.204 -0.062 0.083 0.10
H 5.4076 0.7953 3.2192 0.362 -0.238 0.569 0.10
H 3.6806 0.8736 3.2933 -0.040 -0.072 0.004 0.09
H 6.8324 -1.7622 7.2369 0.127 -0.559 0.396 0.10
H 5.4054 -2.8620 7.4553 0.015 0.052 -0.492 0.09
H 5.6517 -1.5483 8.5843 0.119 0.224 -0.065 0.10
C 1.6372 -3.2827 -1.4369 1.169 1.726 0.571 -0.05
O 1.8230 -4.5787 -0.9015 -0.241 -0.152 -0.737 0.01
C 2.6603 -4.6963 0.1369 -0.131 -0.290 0.826 -0.61
O 2.7870 -3.9607 1.0815 -0.027 0.353 -0.564 0.14
O 3.2911 -5.8545 -0.0015 -0.278 -0.509 -0.101 0.00
C 4.1854 -6.2524 1.0424 0.605 0.161 -0.561 -0.03
H 2.4588 -3.0018 -2.1062 0.024 -0.565 -0.285 0.10
H 1.7533 -2.5395 -0.6461 -0.539 -0.107 0.156 0.08
H 0.7091 -3.0972 -1.9666 -0.273 -0.710 0.286 0.07
H 3.7103 -6.5561 1.9717 -0.328 0.249 -0.084 0.10
H 4.8916 -5.4382 1.1985 -0.005 -0.089 0.338 0.10
H 4.7095 -7.1008 0.6070 0.019 -0.017 0.160 0.09
C -3.3753 0.8875 -6.1322 0.547 -0.190 0.014 -0.02
O -3.1606 2.2938 -6.2529 -0.671 -0.523 -0.651 0.02
C -2.4651 2.9320 -5.3427 -0.338 1.463 0.046 -0.59
O -2.1383 2.5268 -4.2597 0.320 -0.091 0.101 0.12
O -2.2820 4.1696 -5.8581 -0.065 -1.144 0.515 -0.01
C -1.8912 5.2653 -5.0393 0.532 0.400 0.193 -0.03
H -3.6076 0.5445 -5.1261 0.105 0.347 0.142 0.08
H -2.4609 0.4113 -6.4852 -0.173 -0.358 0.029 0.10
H -4.2146 0.6445 -6.7782 0.086 0.127 -0.136 0.09
H -1.1280 5.0986 -4.2772 0.113 -0.669 -0.300 0.06
H -2.7318 5.6844 -4.4823 -0.193 0.061 -0.450 0.10
H -1.4742 5.9198 -5.8036 -0.207 0.532 0.473 0.10
C 2.3794 -3.5812 7.9581 -0.259 0.845 -0.408 -0.02
O 2.2664 -3.4030 6.5404 -0.461 -0.929 -0.611 -0.01
C 1.5037 -2.4072 6.0829 0.139 0.492 1.073 -0.62
O 1.1246 -1.5064 6.7891 -0.398 0.313 -0.312 0.12
O 1.2847 -2.5944 4.8038 0.205 -0.959 -0.859 0.03
C 0.6236 -1.6293 3.9936 -0.792 0.387 0.611 -0.02
H 3.2528 -2.9790 8.2026 0.096 -0.546 0.752 0.08
H 2.4102 -4.6510 8.1374 0.630 0.020 -0.032 0.10
H 1.5179 -3.2041 8.5103 -0.024 0.249 -0.281 0.09
H 0.0551 -2.1012 3.1934 0.520 -0.581 -0.010 0.10
H 1.3600 -0.9601 3.5693 -0.032 0.231 0.204 0.07
H -0.1461 -1.1270 4.5817 0.407 0.454 0.123 0.10
C -0.2684 3.0894 2.6636 1.191 1.012 -0.895 -0.04
O 0.1280 2.1810 3.6805 -0.492 -0.241 0.268 -0.01
C 0.5970 2.6994 4.8206 0.043 -0.810 -0.567 -0.64
O 0.6754 3.8589 5.0804 -0.123 1.007 0.485 0.13
O 1.0240 1.6773 5.5427 -0.264 -0.909 -0.121 0.00
C 1.2731 1.8540 6.9148 0.937 0.428 1.134 -0.04
H 0.6359 3.3183 2.0932 -0.072 -0.192 -0.280 0.07
H -0.5775 4.0780 3.0058 -0.553 -0.429 0.482 0.10
H -0.9714 2.6135 1.9873 -0.196 -0.111 0.331 0.09
H 1.9135 2.7230 7.0832 -0.345 0.203 -0.038 0.10
H 1.8418 1.0123 7.3050 -0.136 -0.303 -0.553 0.08
H 0.3665 1.9057 7.5176 -0.179 0.240 -0.309 0.10
C -3.2527 8.3017 -0.3262 0.228 0.855 -0.428 -0.03
O -2.7161 7.2313 -1.0903 0.036 0.369 -0.311 0.01
C -2.6801 6.0189 -0.5787 0.073 -0.872 -0.686 -0.64
O -3.0286 5.6762 0.5105 -0.243 -0.038 0.936 0.13
O -2.1987 5.2068 -1.5248 0.139 0.576 -0.019 -0.01
C -2.1591 3.8183 -1.2280 0.143 -0.478 -0.067 -0.04
H -3.2949 8.1327 0.7460 0.053 -0.305 -0.077 0.09
H -4.2260 8.5847 -0.7288 -0.137 -0.318 0.168 0.09
H -2.5895 9.1343 -0.5675 -0.032 0.055 0.359 0.09
H -3.1764 3.4237 -1.2085 0.076 -0.078 0.088 0.11
H -1.6412 3.5844 -0.2977 -0.116 0.247 0.057 0.08
H -1.6051 3.3683 -2.0468 -0.147 -0.019 -0.007 0.06
C -1.8077 -0.5811 -2.5532 -2.123 -0.550 0.443 -0.01
O -0.9736 -0.9869 -1.4741 0.303 -0.661 -0.621 0.01
C -0.4499 -0.0973 -0.6612 0.709 0.724 0.744 -0.60
O -0.5928 1.0975 -0.6975 -0.161 0.114 -0.109 0.13
O 0.2921 -0.7570 0.2334 -0.121 -0.866 -0.242 -0.01
C 1.1072 -0.0198 1.1440 -0.545 1.670 -0.736 -0.03
H -1.4069 -0.7135 -3.5547 0.672 0.325 0.216 0.09
H -2.3225 0.3651 -2.3964 0.781 0.423 -0.097 0.09
H -2.6540 -1.2723 -2.4713 0.130 -0.191 -0.276 0.09
H 1.4136 0.9057 0.6474 0.336 -0.187 0.010 0.08
H 1.9657 -0.6221 1.4176 -0.186 -0.218 0.096 0.09
H 0.5000 0.3432 1.9724 0.151 -0.452 0.308 0.08
C -6.1011 -1.3541 -5.1825 -0.363 0.500 -0.899 -0.06
O -5.4047 -0.7577 -4.1105 1.037 0.098 -0.426 -0.03
C -5.9573 -0.6900 -2.9132 -0.721 -0.215 0.219 -0.63
O -7.0744 -1.0421 -2.6599 -0.292 -0.075 0.416 0.15
O -5.0545 -0.1822 -2.0962 0.853 0.075 -0.068 -0.02
C -5.3234 -0.0416 -0.7026 -0.646 0.567 -0.212 -0.01
H -6.9277 -0.7314 -5.5295 -0.245 -0.096 0.444 0.11
H -6.4328 -2.3716 -4.9924 -0.016 0.046 0.236 0.10
H -5.3957 -1.3232 -6.0099 0.086 -0.289 0.074 0.07
H -6.0196 0.7906 -0.5790 -0.126 -0.178 0.148 0.10
H -4.3829 0.2605 -0.2498 0.049 -0.327 0.025 0.09
H -5.7485 -0.9536 -0.2897 0.137 0.004 0.066 0.10
C -2.6824 -9.1625 -0.0867 0.008 -1.319 -0.893 -0.04
O -2.7604 -8.0818 -1.0135 -0.447 0.239 0.166 0.01
C -2.3420 -6.8890 -0.6174 1.528 0.810 0.986 -0.62
O -2.0177 -6.5646 0.5016 -0.534 -0.309 -0.013 0.11
O -2.1721 -6.1282 -1.6821 -0.751 -0.473 -0.905 0.01
C -1.6960 -4.7874 -1.6380 0.562 -0.244 0.544 -0.02
H -2.2199 -9.9361 -0.7079 0.262 -0.090 0.448 0.09
H -3.6658 -9.5794 0.1332 -0.178 0.575 0.176 0.09
H -2.1119 -9.0011 0.8211 0.012 0.501 -0.114 0.09
H -2.5370 -4.1378 -1.8652 0.208 0.181 -0.265 0.09
H -0.8825 -4.7906 -2.3592 -0.351 0.467 -0.345 0.08
H -1.2411 -4.4953 -0.6901 -0.333 -0.328 0.236 0.10
C 1.2240 2.6584 -3.3993 -2.454 -0.733 -1.359 -0.06
O 1.7664 3.3354 -2.2954 0.215 -0.337 -0.188 0.02
C 1.3875 4.6057 -2.1678 0.733 0.071 0.754 -0.60
O 0.7865 5.2795 -2.9495 -0.524 -0.087 -0.550 0.13
O 1.8731 5.0269 -0.9960 0.074 0.064 0.591 0.00
C 1.1905 6.1454 -0.4121 0.378 0.375 -0.471 -0.02
H 0.1485 2.4434 -3.2908 0.065 0.388 0.717 0.07
H 1.5701 1.6398 -3.5603 1.122 0.349 0.369 0.09
H 1.1714 3.2188 -4.3351 0.924 0.215 0.111 0.10
H 0.4643 5.7682 0.3046 -0.319 0.087 -0.216 0.09
H 0.8012 6.7441 -1.2339 -0.586 -0.041 0.281 0.09
H 1.8817 6.7958 0.1225 0.375 -0.403 -0.007 0.09
```
Positions in Å, forces in eV/Å.